1.
The following is a DFT calculation (ωB97M-V/def2-TZVPD) of a cluster of 2 separate species, CH4N2O2S in total at a distorted geometry.

Energy above the lowest of the compared OMol25 structures with the same formula, charge and spin = 2.0708 eV
Kohn-Sham gap = 8.05 eV
Highest occupied orbital energy = -9.17 eV

Structure (XYZ):
```
10
Properties=species:S:1:pos:R:3:nbo_charge:R:1
C 0.613 0.552 -1.096 -0.481
N 0.039 2.132 0.397 -0.335
N 0.061 0.920 0.146 -0.138
O -1.281 -1.274 1.636 -0.806
O -1.086 -3.466 0.616 -0.827
S -0.410 -2.349 1.224 1.635
H 1.679 0.147 -1.031 0.229
H -0.042 -0.279 -1.453 0.204
H 0.542 1.358 -1.798 0.202
H -0.115 2.258 1.359 0.318
```

***

2.
The following is a DFT calculation (ωB97M-V/def2-TZVPD) of a structure of composition C3H4N9 at a distorted geometry.

Total charge = -1
Kohn-Sham gap = 8.59 eV
Highest occupied orbital energy = -4.82 eV

Structure (XYZ):
```
16
Properties=species:S:1:pos:R:3:nbo_charge:R:1
C -0.104 -1.582 -0.688 0.272
C -1.314 0.641 -0.113 0.465
C 1.092 1.041 0.789 -0.427
N 1.464 -2.566 0.248 -0.192
N 0.266 -2.109 0.452 -0.362
N 0.788 -1.849 -1.679 -0.365
N -2.347 1.417 -0.087 -0.353
N 1.751 -2.409 -1.063 -0.170
N -2.077 2.467 0.711 -0.104
N -0.836 2.381 1.156 -0.085
N -0.339 1.261 0.639 -0.221
N -1.379 -1.001 -0.961 -0.522
H 1.647 1.294 -0.147 0.215
H 1.496 1.796 1.502 0.218
H 1.274 0.036 1.192 0.258
H -1.383 -0.818 -1.952 0.374
```

***

3.
The following is a DFT calculation (ωB97M-V/def2-TZVPD) of the molecule C22H27N3O3.

Energy above the lowest of the compared OMol25 structures with the same formula, charge and spin = 1.5504 eV
Kohn-Sham gap = 9.02 eV
Structure (SMILES) = CC1(C)NC(=O)N(C[C@H](O)CN(Cc2ccccc2)Cc2ccccc2)C1=O
Highest occupied orbital energy = -8.35 eV

Structure (XYZ):
```
55
Properties=species:S:1:pos:R:3:nbo_charge:R:1
C -7.080 -0.379 0.175 -0.603
C -5.685 -0.396 -0.449 0.020
C -5.489 -1.611 -1.358 -0.605
N -5.386 0.842 -1.135 -0.624
C -4.300 1.481 -0.648 0.799
O -3.791 2.500 -1.033 -0.616
N -3.869 0.729 0.457 -0.472
C -2.656 1.016 1.180 -0.251
C -1.450 0.354 0.481 0.063
O -1.753 -0.971 0.117 -0.722
C -0.206 0.461 1.396 -0.213
N 1.074 0.216 0.778 -0.449
C 1.259 -1.158 0.329 -0.240
C 2.711 -1.454 0.075 -0.049
C 3.639 -1.297 1.097 -0.138
C 4.981 -1.538 0.871 -0.222
C 5.411 -1.954 -0.378 -0.214
C 4.492 -2.132 -1.396 -0.213
C 3.149 -1.882 -1.169 -0.213
C 1.448 1.187 -0.241 -0.270
C 2.931 1.455 -0.209 0.076
C 3.528 1.853 0.980 -0.241
C 4.888 2.092 1.039 -0.201
C 5.669 1.942 -0.095 -0.224
C 5.080 1.561 -1.287 -0.206
C 3.718 1.321 -1.343 -0.228
C -4.608 -0.399 0.638 0.720
O -4.441 -1.229 1.498 -0.610
H -7.188 -1.234 0.836 0.232
H -7.223 0.531 0.754 0.220
H -7.842 -0.428 -0.600 0.212
H -4.495 -1.593 -1.798 0.227
H -5.592 -2.519 -0.771 0.231
H -6.232 -1.612 -2.152 0.211
H -5.864 1.147 -1.964 0.418
H -2.527 2.099 1.216 0.237
H -2.772 0.612 2.190 0.220
H -1.262 0.870 -0.466 0.189
H -2.060 -1.450 0.898 0.477
H -0.183 1.469 1.822 0.198
H -0.323 -0.251 2.220 0.195
H 0.898 -1.814 1.127 0.206
H 0.672 -1.373 -0.578 0.187
H 3.300 -0.967 2.067 0.207
H 5.695 -1.401 1.670 0.211
H 6.460 -2.140 -0.556 0.211
H 4.820 -2.461 -2.371 0.210
H 2.435 -2.018 -1.970 0.207
H 0.925 2.126 -0.030 0.210
H 1.153 0.856 -1.249 0.181
H 2.916 1.958 1.863 0.213
H 5.343 2.395 1.971 0.208
H 6.732 2.124 -0.049 0.210
H 5.683 1.444 -2.175 0.211
H 3.265 1.018 -2.277 0.208
```

***

no.,calculated total energy (eV)
1,-19009.85311
2,-16584.28464
3,-33866.70086